Version one
{
  "formula": "C3H3NOS",
  "method": "wB97M-V/def2-TZVPD",
  "orbital_gap_ev": 8.34,
  "e_homo_ev": -9.3,
  "total_charge": 0,
  "lumo_energy_ev": -0.92,
  "multiplicity": 1,
  "species": ["N", "C", "C", "O", "C", "S", "H", "H", "H"],
  "xyz": [[-2.67, -1.13, -0.26], [-1.87, -0.28, -0.18], [-0.86, 0.64, -0.29], [-0.56, 1.69, -0.70], [0.57, -0.23, 0.51], [2.09, 0.64, 0.14], [0.40, -0.07, 1.48], [0.71, -1.25, 0.24], [2.17, 0.00, -0.93]]
}


Version two
{
  "formula": "C3H3NOS",
  "method": "wB97M-V/def2-TZVPD",
  "orbital_gap_ev": 9.62,
  "e_homo_ev": -10.3,
  "total_charge": 0,
  "lumo_energy_ev": -0.67,
  "multiplicity": 1,
  "species": ["C", "S", "C", "O", "C", "N", "H", "H", "H"],
  "xyz": [[-1.61, 0.02, 0.06], [-0.22, -1.13, -0.14], [1.07, 0.04, -0.07], [0.74, 1.20, -0.17], [2.40, -0.31, 0.07], [3.53, -0.57, -0.03], [-2.53, -0.49, -0.24], [-1.84, 0.35, 1.10], [-1.54, 0.89, -0.57]]
}


Version three
{
  "formula": "C3H3NOS",
  "method": "wB97M-V/def2-TZVPD",
  "orbital_gap_ev": [7.48, 7.47],
  "e_homo_ev": [-7.5, -7.5],
  "total_charge": 0,
  "lumo_energy_ev": [-0.05, -0.05],
  "multiplicity": 1,
  "species": ["O", "C", "C", "C", "N", "S", "H", "H", "H"],
  "xyz": [[0.42, -2.67, 1.38], [0.25, -1.55, 1.21], [-0.12, -0.31, 0.98], [0.21, 0.09, -0.35], [-0.10, 1.13, -1.05], [-1.22, 2.35, -0.91], [-0.62, 0.43, 1.54], [0.86, -0.63, -0.83], [0.32, 1.16, -1.95]]
}


Relative energies, in kJ/mol, with the most stable structure set to zero: version one 155.6; version two 0.0; version three 114.9.


Version one
{
  "formula": "C3H3NOS",
  "method": "wB97M-V/def2-TZVPD",
  "orbital_gap_ev": 8.10,
  "e_homo_ev": -9.0,
  "total_charge": 0,
  "lumo_energy_ev": -0.92,
  "multiplicity": 1,
  "species": ["O", "C", "N", "C", "C", "S", "H", "H", "H"],
  "xyz": [[1.12, -2.09, 0.02], [0.53, -1.07, 0.03], [-0.77, -0.70, 0.08], [-0.58, 0.74, 0.06], [0.91, 0.45, -0.01], [2.22, 1.35, 0.05], [-1.57, -1.21, -0.04], [-1.04, 1.55, 0.77], [-0.82, 0.98, -0.96]]
}


Version two
{
  "formula": "C3H3NOS",
  "method": "wB97M-V/def2-TZVPD",
  "orbital_gap_ev": [6.18, 6.16],
  "e_homo_ev": [-8.2, -8.2],
  "total_charge": 0,
  "lumo_energy_ev": [-2.06, -2.07],
  "multiplicity": 1,
  "species": ["O", "N", "C", "C", "C", "S", "H", "H", "H"],
  "xyz": [[1.08, -2.51, -0.43], [0.68, -1.39, -0.37], [0.61, -0.20, -0.79], [-0.13, 0.85, -0.17], [-0.86, 0.67, 0.96], [-1.03, -0.80, 1.78], [1.14, 0.04, -1.71], [-0.08, 1.82, -0.63], [-1.40, 1.51, 1.36]]
}


Relative energies, in kJ/mol, with the most stable structure set to zero: version one 0.0; version two 284.9.


Version one
{
  "formula": "H27O14",
  "method": "wB97M-V/def2-TZVPD",
  "orbital_gap_ev": 8.53,
  "e_homo_ev": -6.4,
  "total_charge": -1,
  "lumo_energy_ev": 2.18,
  "multiplicity": 1,
  "species": ["O", "H", "O", "H", "H", "O", "H", "H", "O", "H", "H", "O", "H", "H", "O", "H", "H", "O", "H", "H", "O", "H", "H", "O", "H", "H", "O", "H", "H", "O", "H", "H", "O", "H", "H", "O", "H", "H", "O", "H", "H"],
  "xyz": [[0.20, -1.58, -1.97], [0.26, 0.90, 0.48], [0.40, -0.77, 3.22], [-0.53, -0.69, -1.99], [-0.25, 0.42, -5.32], [3.25, 0.20, 3.20], [0.15, 0.56, -3.87], [-2.78, 0.10, -2.57], [-3.68, -0.26, -2.69], [-0.27, -2.60, -0.50], [-4.21, 0.47, -2.38], [-0.61, -3.40, -0.07], [-1.61, 0.34, -0.47], [0.36, -1.49, 3.84], [-1.01, 0.52, -2.02], [1.30, 2.07, 0.68], [-0.41, 1.79, 2.82], [-2.16, 0.38, 0.37], [-3.11, 0.63, 2.44], [-0.27, 1.05, -1.72], [-0.18, 1.07, -4.62], [2.64, -0.51, 3.41], [4.31, -1.35, -3.05], [-3.70, 0.15, 3.04], [-3.89, -0.73, 2.72], [2.94, 0.56, 2.36], [2.66, -0.55, -1.05], [2.40, 0.37, -0.85], [1.87, -0.82, -1.56], [-1.22, 1.28, 2.79], [-2.62, -0.46, 0.32], [2.83, -1.55, -2.99], [0.96, 1.41, 0.08], [1.65, 2.23, 3.38], [-1.40, 1.08, 1.85], [3.56, -1.56, -3.61], [-0.78, -3.19, 0.85], [0.42, -1.72, -2.90], [1.48, 2.68, 2.58], [-0.50, -0.64, 2.88], [1.55, 3.60, 2.88]]
}


Version two
{
  "formula": "H27O14",
  "method": "wB97M-V/def2-TZVPD",
  "orbital_gap_ev": 8.48,
  "e_homo_ev": -6.5,
  "total_charge": -1,
  "lumo_energy_ev": 2.02,
  "multiplicity": 1,
  "species": ["O", "H", "O", "H", "H", "O", "H", "H", "O", "H", "H", "O", "H", "H", "O", "H", "H", "O", "H", "H", "O", "H", "H", "O", "H", "H", "O", "H", "H", "O", "H", "H", "O", "H", "H", "O", "H", "H", "O", "H", "H"],
  "xyz": [[-1.99, 0.55, 1.37], [-2.07, 0.06, 0.56], [2.17, -3.81, 0.72], [-0.48, -3.33, 1.52], [-3.28, 1.19, -1.69], [3.22, -0.14, -0.14], [-3.49, 0.54, -2.97], [0.87, -2.62, 2.15], [1.24, -2.64, 3.02], [1.53, 2.43, -0.72], [2.19, -2.73, 2.96], [2.15, 3.01, -1.20], [-1.13, 0.93, 1.34], [2.27, -4.65, 0.20], [3.36, 4.30, 0.81], [2.47, 2.24, -1.66], [-2.46, -2.91, -1.70], [0.49, -1.09, 0.77], [-0.07, -1.26, -0.04], [3.45, 3.94, -0.12], [-3.98, 1.16, -2.33], [3.33, -0.26, 0.81], [-0.22, 4.98, -0.24], [-2.02, 1.65, -3.87], [-2.40, 2.33, -3.30], [2.45, 0.49, -0.18], [-2.90, -2.41, 3.49], [-2.84, -3.04, 2.74], [-2.48, -1.56, 3.28], [-1.85, -2.18, -1.90], [2.53, 3.82, 1.22], [-1.72, -2.80, 1.14], [-1.42, -3.67, 1.54], [0.69, 1.41, 0.85], [-1.68, -2.01, -2.88], [0.01, 4.87, -1.23], [-1.26, 1.24, -3.45], [0.79, 4.28, -1.26], [1.05, 1.14, 0.01], [2.25, -3.15, 0.03], [1.24, -0.35, 0.35]]
}


Relative energies, in kJ/mol, with the most stable structure set to zero: version one 0.0; version two 222.6.


Version one
{
  "formula": "C2H6O",
  "method": "wB97M-V/def2-TZVPD",
  "orbital_gap_ev": [7.27, 4.16],
  "e_homo_ev": [-14.0, -14.0],
  "total_charge": 1,
  "lumo_energy_ev": [-6.76, -9.87],
  "multiplicity": 2,
  "species": ["C", "C", "H", "H", "H", "H", "H", "H", "O"],
  "xyz": [[-1.43, -1.05, 0.88], [-1.36, -2.38, 0.52], [-2.43, -0.65, 0.71], [-0.64, -0.36, 1.08], [-2.20, -3.04, 0.68], [-0.45, -2.77, 0.06], [1.89, 3.22, -1.82], [2.66, 3.28, -0.54], [2.21, 2.64, -1.11]]
}


Version two
{
  "formula": "C2H6O",
  "method": "wB97M-V/def2-TZVPD",
  "orbital_gap_ev": [9.58, 6.41],
  "e_homo_ev": [-17.5, -17.4],
  "total_charge": 1,
  "lumo_energy_ev": [-7.94, -11.02],
  "multiplicity": 2,
  "species": ["C", "H", "H", "H", "H", "O", "C", "H", "H"],
  "xyz": [[1.37, 0.25, 0.18], [0.85, 0.51, 1.14], [0.66, 0.79, -0.41], [0.95, -0.81, 0.07], [2.54, 0.53, 0.09], [-1.80, 0.07, 0.88], [-1.55, -0.31, -0.28], [-2.06, -1.21, -0.73], [-0.96, 0.19, -0.93]]
}


Relative energies, in kJ/mol, with the most stable structure set to zero: version one 0.0; version two 147.9.


Version one
{
  "formula": "C4H10O",
  "method": "wB97M-V/def2-TZVPD",
  "orbital_gap_ev": 11.01,
  "e_homo_ev": -10.0,
  "total_charge": 0,
  "lumo_energy_ev": 0.97,
  "multiplicity": 1,
  "species": ["C", "C", "C", "C", "O", "H", "H", "H", "H", "H", "H", "H", "H", "H", "H"],
  "xyz": [[2.20, -0.18, -1.08], [0.99, 0.51, -0.42], [-0.02, -0.48, -0.06], [-1.00, 0.30, 0.88], [-2.26, -0.19, 0.63], [2.80, -0.52, -0.20], [2.85, 0.48, -1.73], [2.04, -1.24, -1.46], [1.53, 0.98, 0.48], [0.53, 1.30, -1.05], [-0.41, -1.03, -1.00], [0.38, -1.44, 0.51], [-0.89, 1.38, 0.62], [-0.85, 0.29, 1.95], [-2.98, 0.38, 0.93]]
}


Version two
{
  "formula": "C4H10O",
  "method": "wB97M-V/def2-TZVPD",
  "orbital_gap_ev": 10.83,
  "e_homo_ev": -9.9,
  "total_charge": 0,
  "lumo_energy_ev": 0.90,
  "multiplicity": 1,
  "species": ["C", "C", "C", "C", "O", "H", "H", "H", "H", "H", "H", "H", "H", "H", "H"],
  "xyz": [[0.72, -0.34, 1.39], [0.13, 0.21, 0.06], [-1.40, 0.34, 0.20], [0.40, -0.70, -1.38], [0.77, 1.45, -0.14], [0.27, -1.28, 1.71], [1.79, -0.51, 1.26], [0.60, 0.39, 2.21], [-1.71, 0.90, 1.13], [-1.86, 0.84, -0.68], [-1.74, -0.87, 0.05], [-0.04, -1.71, -1.31], [-0.04, -0.20, -2.28], [1.45, -0.91, -1.68], [0.37, 1.79, -0.95]]
}


Version three
{
  "formula": "C4H10O",
  "method": "wB97M-V/def2-TZVPD",
  "orbital_gap_ev": [8.07, 8.31],
  "e_homo_ev": [-7.1, -7.3],
  "total_charge": 0,
  "lumo_energy_ev": [0.93, 0.99],
  "multiplicity": 1,
  "species": ["C", "C", "C", "O", "C", "H", "H", "H", "H", "H", "H", "H", "H", "H", "H"],
  "xyz": [[-2.11, 0.39, 0.52], [-1.22, -0.39, -0.45], [0.18, 0.12, -0.45], [1.14, -0.74, -0.56], [2.43, -0.50, -0.55], [-2.11, 1.46, 0.27], [-3.14, 0.03, 0.48], [-1.74, 0.29, 1.55], [-1.66, -0.33, -1.46], [-1.20, -1.45, -0.18], [1.23, 0.52, 1.52], [0.43, 1.17, -0.60], [2.76, 0.51, -0.80], [1.95, 0.29, 1.41], [3.05, -1.37, -0.71]]
}


Relative energies, in kJ/mol, with the most stable structure set to zero: version one 47.1; version two 0.0; version three 319.1.